# 1
Below is a single C11H11NO molecule, with properties calculated with wB97M-V/def2-TZVPD.

Properties
Total energy   -555.694110 Eh
SMILES   [H]/N=C1/c2ccccc2[C@@H](C)[C@@H]1C=O
HOMO level   -0.3364 hartree
Maximum force   4.50 eV Å⁻¹

CARTESIAN COORDINATES (ANGSTROEM)
H: 3.257 -0.178 1.202
N: 2.844 -0.168 0.331
C: 1.570 -0.291 0.263
C: 0.752 0.041 -0.910
C: 1.167 0.411 -2.146
C: 0.279 1.072 -3.023
C: -1.087 1.130 -2.536
C: -1.517 0.607 -1.349
C: -0.576 0.142 -0.507
C: -0.832 -0.115 0.885
C: -1.861 -1.223 1.225
C: 0.674 -0.668 1.439
C: 1.183 -0.016 2.665
O: 2.022 -0.412 3.393
H: 2.313 0.285 -2.329
H: 0.534 1.441 -3.967
H: -1.762 1.596 -3.230
H: -2.535 0.586 -0.959
H: -1.186 0.839 1.372
H: -2.846 -1.001 0.652
H: -1.987 -1.086 2.216
H: -1.628 -2.292 0.995
H: 0.552 -1.705 1.443
H: 0.668 1.005 2.875


# 2
Below is a 2-piece molecular cluster, C11H11NO overall, with properties calculated with wB97M-V/def2-TZVPD.

Properties
Total energy   -555.628768 Eh
SMILES   CC(=C=O)c1ccccc1.C=C=N
HOMO level   -0.3081 hartree
Maximum force   3.66 eV Å⁻¹

CARTESIAN COORDINATES (ANGSTROEM)
C: 1.300 0.223 -2.215
C: 0.880 -0.704 -1.040
C: 1.649 -1.653 -0.589
O: 2.403 -2.510 -0.308
C: -0.510 -0.531 -0.452
C: -0.853 -1.231 0.750
C: -2.033 -0.987 1.420
C: -2.981 -0.153 0.877
C: -2.665 0.471 -0.277
C: -1.439 0.325 -0.940
H: 0.634 -0.323 -2.943
H: 2.247 0.056 -2.704
H: 1.116 1.260 -2.068
H: 0.120 -1.765 1.184
H: -2.207 -1.552 2.302
H: -3.941 0.058 1.394
H: -3.305 1.302 -0.613
H: -1.399 0.790 -1.832
C: 1.132 1.792 1.538
C: 2.104 0.945 1.261
N: 3.166 0.358 1.251
H: 0.379 1.642 2.329
H: 1.071 2.722 0.970
H: 3.132 -0.537 0.702


# 3
Below is a single C11H11NO2 molecule, with properties calculated with wB97M-V/def2-TZVPD.

Properties
Total energy   -630.851809 Eh
SMILES   CCOC(=O)[C@@]12CN1c1ccccc12
HOMO level   -0.3162 hartree
Maximum force   4.82 eV Å⁻¹

CARTESIAN COORDINATES (ANGSTROEM)
C: 3.979 -0.209 -1.244
C: 3.597 -0.281 0.249
O: 2.296 0.311 0.467
C: 1.228 -0.585 0.207
O: 1.311 -1.713 -0.144
C: -0.006 0.003 0.505
C: -0.254 1.102 1.438
N: -0.595 1.601 0.161
C: -1.836 0.948 -0.060
C: -3.086 1.364 -0.222
C: -3.987 0.316 -0.343
C: -3.700 -1.046 -0.398
C: -2.358 -1.399 -0.179
C: -1.434 -0.381 0.065
H: 3.525 0.599 -1.733
H: 5.152 -0.209 -1.305
H: 3.641 -1.201 -1.736
H: 4.173 0.498 0.917
H: 3.656 -1.305 0.596
H: -0.986 1.008 2.118
H: 0.589 1.707 1.685
H: -3.283 2.404 -0.153
H: -5.003 0.623 -0.514
H: -4.566 -1.687 -0.505
H: -2.053 -2.467 0.127


# 4
Below is a single C11H11NO2 molecule, with properties calculated with wB97M-V/def2-TZVPD.

Properties
Total energy   -630.891575 Eh
SMILES   C=C[C@H](O)[C@@](O)(C#N)c1ccccc1
HOMO level   -0.3546 hartree
Maximum force   5.86 eV Å⁻¹

CARTESIAN COORDINATES (ANGSTROEM)
C: 1.232 -0.636 -2.327
C: 1.593 -1.419 -1.313
C: 1.742 -0.642 0.070
O: 2.977 -1.192 0.640
C: 0.528 -0.746 0.978
O: 0.228 -2.121 1.249
C: 0.959 -0.155 2.247
N: 1.321 0.406 3.220
C: -0.565 0.187 0.482
C: -0.280 1.551 0.308
C: -1.292 2.439 -0.048
C: -2.620 2.048 -0.212
C: -2.876 0.698 -0.075
C: -1.954 -0.242 0.382
H: 1.315 -1.122 -3.417
H: 1.157 0.409 -2.186
H: 1.733 -2.424 -1.257
H: 1.881 0.449 -0.119
H: 2.906 -1.988 1.079
H: -0.006 -2.707 0.519
H: 0.713 1.909 0.505
H: -1.102 3.428 -0.325
H: -3.393 2.664 -0.544
H: -3.957 0.522 -0.223
H: -2.241 -1.316 0.368


# 5
Below is a single C11H11NO3 molecule, with properties calculated with wB97M-V/def2-TZVPD.

Properties
Total energy   -706.183363 Eh
SMILES   C=C(OC)[C@]1(O)NC(=O)c2ccccc21
HOMO level   -0.3461 hartree
Maximum force   5.27 eV Å⁻¹

CARTESIAN COORDINATES (ANGSTROEM)
C: -2.830 -0.667 -0.808
C: -1.656 -0.287 -0.348
O: -1.287 0.073 0.940
C: -2.113 -0.216 1.973
C: -0.357 -0.484 -1.142
O: -0.659 -0.388 -2.585
N: 0.166 -1.869 -0.737
C: 1.215 -1.805 0.130
O: 1.766 -2.670 0.749
C: 1.566 -0.339 0.133
C: 2.620 0.242 0.812
C: 2.803 1.648 0.645
C: 1.928 2.356 -0.148
C: 0.928 1.763 -0.869
C: 0.683 0.419 -0.688
H: -3.736 -0.414 -0.219
H: -2.919 -0.765 -1.839
H: -1.476 -0.068 2.819
H: -2.303 -1.410 1.802
H: -3.125 0.124 2.013
H: 0.110 -0.252 -3.133
H: -0.401 -2.681 -0.756
H: 3.165 -0.323 1.478
H: 3.470 2.075 1.369
H: 2.138 3.452 -0.287
H: 0.304 2.487 -1.304


# 6
Below is C11H12AlN2P as an isolated structure, with properties calculated with wB97M-V/def2-TZVPD.

Properties
Total energy   -1119.425976 Eh
HOMO level (alpha / beta)   -0.2040 / -0.2053 hartree
Maximum force   4.83 eV Å⁻¹

CARTESIAN COORDINATES (ANGSTROEM)
C: -0.640 0.810 -2.591
C: -1.357 2.046 -2.612
C: -0.439 3.057 -2.253
C: 0.878 2.531 -2.212
C: 0.764 1.113 -2.339
Al: 0.465 -1.694 -0.856
P: -0.174 -3.950 -1.056
H: -1.045 -0.189 -2.799
H: -2.417 2.158 -2.841
H: -0.688 4.110 -2.150
H: 1.581 0.382 -2.304
H: 1.805 3.094 -2.084
H: 0.733 -4.832 -1.749
H: -1.337 -3.993 -1.907
H: -0.595 -4.711 0.094
N: -0.294 0.820 5.785
C: -0.116 0.602 4.647
C: 0.102 0.281 3.256
C: 1.357 -0.167 2.825
C: 1.511 -0.629 1.534
N: 0.411 -0.708 0.714
C: -0.775 -0.106 1.052
C: -0.942 0.391 2.328
H: 2.207 -0.195 3.511
H: 2.450 -0.972 1.115
H: -1.547 -0.080 0.284
H: -1.901 0.831 2.610


# 7
Below is C11H12AuN2P as an isolated structure, with properties calculated with wB97M-V/def2-TZVPD.

Properties
Total energy   -1012.678557 Eh
<S²>   2.056
HOMO level (alpha / beta)   -0.1726 / -0.3282 hartree
Spin multiplicity   3
Maximum force   4.28 eV Å⁻¹

CARTESIAN COORDINATES (ANGSTROEM)
C: 0.147 -0.804 -2.988
C: -0.436 0.066 -3.849
C: -0.527 1.452 -3.616
C: 0.139 2.139 -2.577
C: 0.590 1.550 -1.447
Au: -0.074 -0.265 -1.127
P: 0.054 -2.647 -0.504
H: 0.478 -1.824 -3.236
H: -0.796 -0.311 -4.816
H: -0.967 2.065 -4.412
H: 1.137 2.107 -0.668
H: 0.303 3.214 -2.731
H: 1.229 -3.008 0.227
H: 0.093 -3.531 -1.620
H: -1.005 -3.174 0.287
N: 3.115 0.079 4.399
C: 2.083 0.140 3.847
C: 0.833 0.213 3.129
C: -0.402 0.306 3.779
C: -1.557 0.376 3.013
C: -1.467 0.294 1.626
N: -0.280 0.144 1.021
C: 0.860 0.168 1.737
H: -0.456 0.329 4.864
H: -2.533 0.472 3.475
H: -2.361 0.330 1.002
H: 1.800 0.119 1.185


# 8
Below is C11H12Cl2N2O3S as an isolated structure, with properties calculated with wB97M-V/def2-TZVPD.

Properties
Total energy   -2079.771345 Eh
HOMO level   -0.3370 hartree
Maximum force   15.98 eV Å⁻¹

CARTESIAN COORDINATES (ANGSTROEM)
O: -3.758 -2.526 -0.125
C: -2.657 -1.852 -0.193
N: -2.629 -0.425 -0.396
H: -1.862 -0.042 -0.342
C: -3.957 0.120 -0.627
C: -3.923 1.169 -1.615
H: -3.354 0.705 -2.301
H: -4.884 1.488 -2.183
C: -3.324 2.551 -1.161
H: -3.373 3.350 -1.714
H: -2.260 2.598 -0.873
C: -4.115 2.744 0.161
H: -4.980 2.888 -0.023
H: -3.467 3.374 1.011
C: -4.144 1.188 0.640
H: -3.411 0.942 1.605
H: -5.050 0.871 1.320
H: -4.847 -0.460 -0.500
C: -1.334 -2.393 -0.017
H: -1.328 -3.249 -0.568
H: -1.505 -2.934 0.964
O: -0.443 -1.532 0.065
C: -0.037 -0.737 1.014
O: -0.686 -0.796 2.174
C: 1.133 0.195 0.394
N: 1.176 1.321 0.932
S: 2.459 1.894 0.525
C: 3.241 0.822 -0.145
C: 2.256 -0.440 0.126
Cl: 2.721 -2.035 -0.409
Cl: 4.772 0.745 -0.835


# 9
Below is a single C11H12N2O molecule, with properties calculated with wB97M-V/def2-TZVPD.

Properties
Total energy   -610.964274 Eh
SMILES   CC1=CO[C@](C)(C=C(C#N)C#N)CC1
HOMO level   -0.3090 hartree
Maximum force   6.23 eV Å⁻¹

CARTESIAN COORDINATES (ANGSTROEM)
C: -3.395 -0.270 -0.647
C: -1.923 -0.518 -0.400
C: -1.405 -0.970 0.850
O: -0.041 -0.956 1.155
C: 0.957 -0.499 0.141
C: 2.298 -1.159 0.508
C: 1.275 0.947 0.039
C: 1.337 1.817 1.127
C: 0.959 1.506 2.464
N: 0.522 1.383 3.540
C: 1.777 3.134 0.786
N: 1.881 4.302 0.508
C: 0.584 -0.951 -1.210
C: -0.899 -0.469 -1.556
H: -3.676 -1.086 -1.220
H: -4.166 -0.347 0.263
H: -3.385 0.742 -1.242
H: -2.182 -1.094 1.630
H: 2.727 -0.849 1.430
H: 2.278 -2.248 0.506
H: 2.941 -0.948 -0.274
H: 1.754 1.431 -0.769
H: 0.648 -1.985 -1.391
H: 1.303 -0.590 -1.902
H: -1.283 -0.948 -2.455
H: -0.886 0.625 -1.880